No. 1
C3H3FO2 | ωB97M-V/def2-TZVPD

Values from the calculation:
electronic energy: -366.43788 hartree
Kohn-Sham gap: 11.28 eV
energy above the lowest of the compared OMol25 structures with the same formula, charge and spin: 26.8 kJ/mol
HOMO: -11.0 eV

XYZ file:
```
9
C3H3FO2, DFT ωB97M-V/def2-TZVPD
C 1.26 0.90 0.02
C 0.38 -0.05 -0.10
F 0.87 -1.39 -0.10
C -1.15 0.04 -0.02
O -1.74 1.07 -0.11
O -1.77 -1.17 0.06
H 2.29 0.58 0.19
H 0.93 1.96 0.12
H -1.07 -1.93 -0.07
```

No. 2
C3H3FO2 | ωB97M-V/def2-TZVPD

Values from the calculation:
electronic energy: -366.44252 hartree
Kohn-Sham gap: 11.09 eV
energy above the lowest of the compared OMol25 structures with the same formula, charge and spin: 14.6 kJ/mol
HOMO: -10.4 eV

XYZ file:
```
9
C3H3FO2, DFT ωB97M-V/def2-TZVPD
O 0.44 -1.68 -0.69
C 1.00 -0.74 -0.27
C 0.22 0.41 0.35
C -1.27 0.32 -0.09
O -1.95 -0.63 0.10
F -1.59 1.39 -0.81
H 2.08 -0.61 -0.13
H 0.38 0.24 1.43
H 0.68 1.29 0.10
```

No. 3
C3H3FO2 | ωB97M-V/def2-TZVPD

Values from the calculation:
electronic energy: -366.42367 hartree
Kohn-Sham gap: 11.19 eV
energy above the lowest of the compared OMol25 structures with the same formula, charge and spin: 64.1 kJ/mol
HOMO: -10.6 eV

XYZ file:
```
9
C3H3FO2, DFT ωB97M-V/def2-TZVPD
O -1.62 -0.91 1.10
C -0.58 -0.61 0.53
O 0.32 -1.61 0.17
C -0.42 0.78 -0.08
C 0.84 0.95 -0.50
F 1.24 1.98 -1.17
H -0.31 -2.28 0.51
H -1.16 1.59 -0.06
H 1.70 0.11 -0.50
```

No. 4
C3H3FO2 | ωB97M-V/def2-TZVPD

Values from the calculation:
electronic energy: -366.29711 hartree
Kohn-Sham gap: 10.00 eV
energy above the lowest of the compared OMol25 structures with the same formula, charge and spin: 396.4 kJ/mol
HOMO: -9.1 eV

XYZ file:
```
9
C3H3FO2, DFT ωB97M-V/def2-TZVPD
F -3.28 0.88 -0.04
C -2.14 0.27 0.00
C -0.85 0.60 -0.01
C -0.09 -0.64 0.08
O -1.04 -1.71 -0.15
O -2.34 -1.15 0.15
H -0.41 1.68 -0.09
H 0.49 -0.78 -0.84
H 0.46 -0.90 1.12
```

No. 5
C3H3FO2 | ωB97M-V/def2-TZVPD

Values from the calculation:
electronic energy: -366.14581 hartree
Kohn-Sham gap: 9.39 eV
energy above the lowest of the compared OMol25 structures with the same formula, charge and spin: 793.6 kJ/mol
HOMO: -9.8 eV

XYZ file:
```
9
C3H3FO2, DFT ωB97M-V/def2-TZVPD
C 1.01 -1.74 0.00
C 1.43 -0.88 0.76
C -1.15 0.72 -0.76
O -0.47 1.76 1.10
O -1.01 0.77 0.49
F 2.08 -0.19 1.61
H 0.38 -1.75 -0.85
H -1.53 -0.28 -1.10
H -0.74 1.58 -1.24
```

No. 6
C3H3FO2Tl | ωB97M-V/def2-TZVPD

Values from the calculation:
electronic energy: -538.57315 hartree
Kohn-Sham gap: 9.59 eV
energy above the lowest of the compared OMol25 structures with the same formula, charge and spin: 37.4 kJ/mol
HOMO: -14.5 eV
total charge: +1

XYZ file:
```
10
C3H3FO2Tl, DFT ωB97M-V/def2-TZVPD
H 1.38 0.91 0.88
F -2.08 -0.20 -0.82
O -0.43 1.37 -0.44
O 0.73 -0.56 -0.68
C -1.27 0.34 0.12
C -0.04 -0.47 0.53
C 0.72 0.70 -0.06
H -1.87 0.74 0.95
H 0.08 -1.26 1.26
Tl 2.77 -1.57 -1.73
```

No. 7
C3H3FP2 | ωB97M-V/def2-TZVPD

Values from the calculation:
electronic energy: -898.51435 hartree
Kohn-Sham gap (alpha / beta): 7.96 / 7.97 eV
energy above the lowest of the compared OMol25 structures with the same formula, charge and spin: 257.6 kJ/mol
HOMO (alpha / beta): -8.8 / -8.8 eV

XYZ file:
```
9
C3H3FP2, DFT ωB97M-V/def2-TZVPD
C -0.15 -1.15 0.31
C 0.52 1.59 0.01
C -1.31 -0.80 -0.18
F -2.43 -1.52 -0.34
P -1.07 1.93 -0.19
P 1.28 -0.01 0.39
H 0.14 -2.23 0.70
H 1.26 2.49 0.26
H 1.76 -0.31 -0.96
```

No. 8
C3H3FS2 | ωB97M-V/def2-TZVPD

Values from the calculation:
electronic energy: -1012.28802 hartree
Kohn-Sham gap: 7.10 eV
energy above the lowest of the compared OMol25 structures with the same formula, charge and spin: 71.5 kJ/mol
HOMO: -9.3 eV

XYZ file:
```
9
C3H3FS2, DFT ωB97M-V/def2-TZVPD
F 0.62 1.68 -0.75
C 0.39 0.99 0.41
C 0.43 -0.41 0.02
S 1.85 -1.19 -0.20
C -0.87 -1.08 -0.36
S -2.37 -0.46 -0.17
H 1.18 1.19 1.12
H -0.58 1.32 0.78
H -0.65 -2.03 -0.85
```

No. 9
C3H3GaO3 | ωB97M-V/def2-TZVPD

Values from the calculation:
electronic energy: -2265.62198 hartree
Kohn-Sham gap (alpha / beta): 5.05 / 4.25 eV
energy above the lowest of the compared OMol25 structures with the same formula, charge and spin: 280.6 kJ/mol
HOMO (alpha / beta): -20.5 / -19.8 eV
total charge: +2

XYZ file:
```
10
C3H3GaO3, DFT ωB97M-V/def2-TZVPD
O 1.12 -1.58 -0.09
O -0.94 0.74 -2.24
C -0.82 0.49 -1.00
O -0.18 1.39 -0.31
C 0.43 0.57 0.78
H -0.09 0.83 1.72
C 0.54 -0.92 0.74
H -0.10 -1.43 1.50
H 1.45 0.97 0.88
Ga -1.42 -1.07 -1.98
```

No. 10
C3H3GdO | ωB97M-V/def2-TZVPD

Values from the calculation:
electronic energy: -956.79461 hartree
Kohn-Sham gap (alpha / beta): 6.21 / 7.17 eV
multiplicity: 8
energy above the lowest of the compared OMol25 structures with the same formula, charge and spin: 0.0 kJ/mol
HOMO (alpha / beta): -8.1 / -8.5 eV

XYZ file:
```
8
C3H3GdO, DFT ωB97M-V/def2-TZVPD
C 0.09 0.19 0.16
C -1.33 0.31 -0.47
C -0.89 -0.53 0.67
H -1.56 -0.15 -1.44
H -1.89 1.24 -0.31
H -1.23 -1.17 1.48
O 4.25 -0.53 -0.01
Gd 2.56 0.64 -0.07
```

No. 11
C3H3GdO2 | ωB97M-V/def2-TZVPD

Values from the calculation:
electronic energy: -1031.37082 hartree
Kohn-Sham gap (alpha / beta): 8.50 / 5.41 eV
multiplicity: 8
energy above the lowest of the compared OMol25 structures with the same formula, charge and spin: 410.0 kJ/mol
HOMO (alpha / beta): -18.7 / -17.4 eV
total charge: +2

XYZ file:
```
9
C3H3GdO2, DFT ωB97M-V/def2-TZVPD
C -0.94 0.04 -0.06
C -0.67 -1.26 0.04
H -1.48 -2.00 0.11
H -1.97 0.41 -0.03
H 0.35 -1.63 0.12
O 1.33 0.73 -0.17
C 0.10 1.11 -0.12
O -0.23 2.29 0.00
Gd 3.52 0.31 0.11
```

No. 12
C3H3I | ωB97M-V/def2-TZVPD

Values from the calculation:
electronic energy: -413.62321 hartree
Kohn-Sham gap (alpha / beta): 8.39 / 7.47 eV
energy above the lowest of the compared OMol25 structures with the same formula, charge and spin: 245.9 kJ/mol
HOMO (alpha / beta): -9.0 / -8.0 eV

XYZ file:
```
7
C3H3I, DFT ωB97M-V/def2-TZVPD
C -0.44 0.56 -0.41
C -1.34 0.44 0.55
C 0.55 -0.46 -0.27
I 2.55 -0.11 0.12
H -0.14 1.45 -1.06
H -1.66 -0.44 1.09
H 0.47 -1.44 -0.02
```